A) Density functional theory data (wB97M-V/def2-TZVPD) for 2 unconnected molecules or ions with the total composition C3H10NO2.

## Properties
Total charge = -1
M = 92.1 u
LUMO level = 0.156 Ha
E_HOMO = -3.315 eV
HOMO-LUMO gap = 0.27742 Eh

Last column: natural (NBO) charge in e.
Positions of all 16 atoms, in Å:
C1 -0.723 0.359 -0.882  -0.03
O1 0.367 -0.275 -1.426  -0.95
C2 -0.444 0.930 0.620  -0.06
C3 0.014 -0.193 1.598  -0.65
N1 0.476 2.180 0.697  -0.87
H1 -1.586 -0.284 -0.726  0.11
H2 -1.002 1.371 -1.285  0.10
H3 -1.462 1.179 1.178  0.13
H4 1.019 -0.667 1.319  0.20
H5 0.339 0.071 2.696  0.18
H6 -0.755 -0.970 1.440  0.22
H7 1.304 1.772 1.298  0.34
H8 0.941 2.251 -0.305  0.36
H9 0.209 -1.855 -1.727  0.52
H10 1.125 -3.029 -2.456  0.44
O2 0.178 -2.839 -2.039  -1.04

B) Density functional theory data (wB97M-V/def2-TZVPD) for 2 unconnected molecules or ions with the total composition C3H10NO2.

## Properties
Total charge = -1
M = 92.1 u
LUMO level = 0.153 Ha
E_HOMO = -3.380 eV
HOMO-LUMO gap = 0.27743 Eh

Last column: natural (NBO) charge in e.
Positions of all 16 atoms, in Å:
C1 1.632 -0.487 0.312  -0.22
N1 0.389 -1.394 0.107  -0.70
C2 -0.995 -1.013 0.611  0.14
O1 -1.637 -0.126 -0.146  -0.89
C3 1.423 0.718 -0.727  -0.64
H1 2.471 -1.080 0.031  0.17
H2 1.682 -0.123 1.405  0.18
H3 0.554 -1.620 -0.885  0.33
H4 -1.326 -2.096 0.660  0.09
H5 -0.824 -0.909 1.742  0.09
H6 0.953 0.265 -1.708  0.19
H7 0.666 1.402 -0.527  0.24
H8 2.274 1.134 -1.171  0.17
H9 -2.321 2.372 -0.464  0.43
H10 -2.412 0.918 0.315  0.51
O2 -2.528 2.037 0.444  -1.09

Relative energies, in eV, with the most stable structure set to zero: A) 0.000; B) 0.374.

A) Density functional theory data (wB97M-V/def2-TZVPD) for 2 unconnected molecules or ions with the total composition ClHN2O2.

## Properties
M = 96.5 u
LUMO level = 0.006 Ha
SMILES = N#[N+][O-].OCl
E_HOMO = -10.511 eV
HOMO-LUMO gap = 0.39242 Eh

Last column: natural (NBO) charge in e.
Positions of all 6 atoms, in Å:
N1 2.339 0.112 0.911  -0.04
N2 1.688 0.094 0.024  0.43
O1 1.052 0.087 -0.958  -0.38
O2 -1.374 -0.584 0.099  -0.70
Cl1 -2.833 0.238 0.389  0.20
H1 -0.873 0.053 -0.465  0.49

B) Density functional theory data (wB97M-V/def2-TZVPD) for ClHN2O2 in the gas phase.

## Properties
M = 96.5 u
LUMO level = 0.016 Ha
SMILES = [O-]/[N+](O)=N\Cl
E_HOMO = -10.452 eV
HOMO-LUMO gap = 0.40041 Eh

Last column: natural (NBO) charge in e.
Positions of all 6 atoms, in Å:
O1 -0.931 1.210 2.016  -0.36
N1 -0.390 0.430 1.298  0.55
O2 -0.381 0.687 -0.050  -0.49
N2 0.213 -0.645 1.521  -0.34
Cl1 0.253 -1.066 3.176  0.15
H1 0.060 -0.088 -0.422  0.50

Relative energies, in eV, with the most stable structure set to zero: A) 0.000; B) 1.043.

A) Density functional theory data (wB97M-V/def2-TZVPD) for a molecular structure, C4H4LiO.

## Properties
Total charge = +1
M = 75.0 u
LUMO level = -0.176 Ha
E_HOMO = -12.608 eV
HOMO-LUMO gap = 0.28757 Eh

Last column: natural (NBO) charge in e.
Positions of all 10 atoms, in Å:
H1 0.310 1.261 0.723  0.31
C1 -2.414 0.454 0.074  -0.31
C2 -1.271 -0.238 0.131  -0.25
C3 0.051 0.394 0.087  -0.49
C4 1.106 -0.145 -0.473  0.76
O1 2.197 -0.454 -0.783  -0.66
Li1 3.724 -1.622 -0.737  0.99
H2 -2.425 1.535 -0.086  0.21
H3 -3.374 -0.064 0.090  0.22
H4 -1.293 -1.318 0.296  0.22

B) Density functional theory data (wB97M-V/def2-TZVPD) for a molecular structure, C4H4LiO.

## Properties
Total charge = +1
M = 75.0 u
LUMO level (alpha / beta) = -0.186 / -0.186 Ha
E_HOMO (alpha / beta) = -12.929 / -12.930 eV
HOMO-LUMO gap (alpha / beta) = 0.28874 / 0.28878 Eh

Last column: natural (NBO) charge in e.
Positions of all 10 atoms, in Å:
H1 -0.346 -0.620 2.173  0.56
C1 1.276 1.244 -1.400  -0.22
C2 0.092 0.810 -0.949  -0.32
C3 -0.045 -0.204 0.062  -0.03
C4 -0.514 -1.261 0.506  0.16
O1 -0.807 -1.540 1.743  -0.81
Li1 -2.355 -2.508 2.409  0.99
H2 2.211 0.766 -1.101  0.21
H3 1.325 2.063 -2.117  0.22
H4 -0.836 1.249 -1.325  0.24

Relative energies, in eV, with the most stable structure set to zero: A) 0.000; B) 2.922.

A) Density functional theory data (wB97M-V/def2-TZVPD) for C3H5NS in the gas phase.

## Properties
M = 87.1 u
LUMO level = 0.023 Ha
SMILES = N#CCCS
E_HOMO = -9.539 eV
HOMO-LUMO gap = 0.37313 Eh

Last column: natural (NBO) charge in e.
Positions of all 10 atoms, in Å:
N1 1.742 1.808 -0.008  -0.31
C1 1.200 0.801 0.097  0.27
C2 0.660 -0.519 0.181  -0.53
C3 -0.765 -0.468 -0.542  -0.48
S1 -1.811 0.977 0.078  -0.03
H1 0.488 -0.673 1.333  0.25
H2 1.376 -1.297 -0.165  0.27
H3 -0.603 -0.162 -1.539  0.21
H4 -1.134 -1.425 -0.749  0.22
H5 -1.154 0.957 1.314  0.13

B) Density functional theory data (wB97M-V/def2-TZVPD) for a molecular structure, C3H5NS.

## Properties
M = 87.1 u
LUMO level = 0.017 Ha
E_HOMO = -9.201 eV
HOMO-LUMO gap = 0.35495 Eh

Last column: natural (NBO) charge in e.
Positions of all 10 atoms, in Å:
C1 0.074 -0.057 0.210  0.08
C2 -1.094 0.487 -1.639  -0.33
C3 0.932 -0.429 1.372  -0.67
N1 -0.712 -0.875 -0.367  -0.40
S1 0.086 1.476 -0.596  0.19
H1 -0.643 0.159 -2.489  0.21
H2 -2.070 0.776 -1.421  0.22
H3 1.501 -1.179 0.965  0.24
H4 0.401 -0.837 2.215  0.24
H5 1.525 0.481 1.750  0.22

Relative energies, in eV, with the most stable structure set to zero: A) 0.000; B) 1.520.

A) Density functional theory data (wB97M-V/def2-TZVPD) for C3H5NS in the gas phase.

## Properties
M = 87.1 u
LUMO level = -0.013 Ha
SMILES = S=C[C@H]1CN1
E_HOMO = -8.973 eV
HOMO-LUMO gap = 0.31631 Eh

Last column: natural (NBO) charge in e.
Positions of all 10 atoms, in Å:
S1 -0.255 -0.834 1.823  0.08
C1 0.131 -0.583 0.281  -0.27
C2 -0.210 0.619 -0.526  -0.17
C3 0.761 1.272 -1.411  -0.25
N1 -0.314 0.406 -1.913  -0.56
H1 0.612 -1.349 -0.390  0.18
H2 -0.962 1.287 -0.050  0.22
H3 0.627 2.266 -1.729  0.21
H4 1.772 0.881 -1.450  0.20
H5 0.145 -0.434 -2.227  0.35

B) Density functional theory data (wB97M-V/def2-TZVPD) for C3H5NS in the gas phase.

## Properties
M = 87.1 u
LUMO level = -0.010 Ha
SMILES = C=C/C=N\S
E_HOMO = -8.703 eV
HOMO-LUMO gap = 0.30997 Eh

Last column: natural (NBO) charge in e.
Positions of all 10 atoms, in Å:
C1 -1.933 -0.530 0.097  -0.36
C2 -0.538 -0.310 -0.211  -0.27
C3 0.156 0.908 -0.206  0.01
N1 1.414 0.968 0.195  -0.46
S1 2.381 -0.565 -0.026  0.06
H1 -2.199 -1.578 0.591  0.22
H2 -2.850 0.254 -0.060  0.23
H3 0.240 -1.108 -0.454  0.22
H4 -0.265 1.875 -0.022  0.21
H5 3.594 0.086 0.096  0.14

Relative energies, in eV, with the most stable structure set to zero: A) 0.000; B) 1.370.

A) Density functional theory data (wB97M-V/def2-TZVPD) for C3H5NS in the gas phase.

## Properties
M = 87.1 u
LUMO level = -0.002 Ha
SMILES = S=CN1CC1
E_HOMO = -8.810 eV
HOMO-LUMO gap = 0.32167 Eh

Last column: natural (NBO) charge in e.
Positions of all 10 atoms, in Å:
S1 -2.884 0.096 -0.274  0.05
C1 -1.376 -0.330 0.137  -0.12
N1 -0.309 -0.036 -0.713  -0.45
C2 1.002 -0.562 -0.256  -0.26
C3 0.624 0.888 -0.010  -0.24
H1 -1.121 -0.821 1.121  0.17
H2 0.961 -1.173 0.639  0.20
H3 1.698 -0.841 -1.085  0.23
H4 0.271 1.137 0.996  0.20
H5 1.134 1.642 -0.555  0.22

B) Density functional theory data (wB97M-V/def2-TZVPD) for C3H5NS in the gas phase.

## Properties
M = 87.1 u
LUMO level = -0.011 Ha
SMILES = S=CN1CC1
E_HOMO = -8.807 eV
HOMO-LUMO gap = 0.31270 Eh

Last column: natural (NBO) charge in e.
Positions of all 10 atoms, in Å:
S1 -1.965 -0.103 -0.076  0.06
C1 -0.467 0.456 0.321  -0.16
N1 0.639 -0.180 -0.472  -0.42
C2 1.654 -0.798 0.319  -0.24
C3 1.970 0.601 -0.143  -0.28
H1 -0.380 1.425 1.040  0.21
H2 1.559 -1.001 1.302  0.20
H3 2.325 -1.488 -0.335  0.21
H4 1.791 1.435 0.478  0.19
H5 2.734 0.971 -0.944  0.22

C) Density functional theory data (wB97M-V/def2-TZVPD) for C3H5NS in the gas phase.

## Properties
M = 87.1 u
LUMO level (alpha / beta) = -0.019 / -0.019 Ha
SMILES = S=CN1CC1
E_HOMO (alpha / beta) = -8.795 / -8.795 eV
HOMO-LUMO gap (alpha / beta) = 0.30400 / 0.30397 Eh

Last column: natural (NBO) charge in e.
Positions of all 10 atoms, in Å:
S1 -2.500 -0.267 -0.851  0.10
C1 -1.623 -0.595 0.454  -0.11
N1 0.139 -0.712 0.249  -0.44
C2 0.608 0.137 -0.830  -0.29
C3 1.098 0.327 0.496  -0.27
H1 -1.854 -0.545 1.452  0.18
H2 -0.029 0.981 -1.232  0.21
H3 1.382 -0.442 -1.455  0.20
H4 2.095 -0.085 0.661  0.20
H5 0.684 1.201 1.057  0.19

Relative energies, in eV, with the most stable structure set to zero: A) 0.000; B) 1.170; C) 1.584.

A) Density functional theory data (wB97M-V/def2-TZVPD) for 11 unconnected molecules or ions with the total composition C2H25O11.

## Properties
Total charge = -1
M = 225.2 u
LUMO level = 0.089 Ha
E_HOMO = -5.296 eV
HOMO-LUMO gap = 0.28334 Eh

Last column: natural (NBO) charge in e.
Positions of all 38 atoms, in Å:
C1 -23.860 -13.555 -25.146  -0.64
C2 -24.698 -12.679 -24.258  -0.07
O1 -24.231 -12.721 -22.937  -0.99
H1 -24.058 -13.457 -26.205  0.19
H2 -23.827 -14.630 -24.818  0.19
H3 -22.811 -13.268 -25.182  0.18
H4 -25.677 -13.071 -24.165  0.15
H5 -24.756 -11.731 -24.768  0.15
O2 -24.317 -9.420 -22.898  -0.96
H6 -24.604 -8.572 -22.520  0.46
H7 -24.439 -10.126 -22.289  0.51
O3 -21.904 -11.340 -26.513  -0.96
H8 -21.562 -12.183 -26.745  0.47
H9 -22.241 -11.459 -25.623  0.48
O4 -25.541 -14.339 -21.505  -0.99
H10 -25.166 -15.223 -21.612  0.46
H11 -25.328 -13.832 -22.263  0.48
O5 -25.046 -11.427 -20.856  -1.00
H12 -24.248 -11.154 -20.418  0.46
H13 -24.901 -11.957 -21.655  0.51
O6 -22.345 -14.230 -22.003  -1.02
H14 -22.972 -13.527 -22.349  0.52
H15 -21.793 -13.711 -21.388  0.46
O7 -23.836 -16.680 -21.962  -0.99
H16 -24.314 -16.749 -22.789  0.46
H17 -23.364 -15.793 -21.979  0.52
O8 -22.002 -11.156 -23.221  -1.02
H18 -22.804 -11.684 -23.354  0.49
H19 -21.281 -11.824 -23.326  0.47
O9 -21.399 -14.351 -27.298  -0.96
H20 -20.813 -14.842 -26.673  0.48
H21 -22.277 -14.363 -26.955  0.49
O10 -20.317 -13.120 -23.763  -0.90
H22 -19.938 -12.764 -24.536  0.47
H23 -19.525 -13.266 -23.297  0.47
O11 -26.676 -9.503 -24.288  -0.97
H24 -27.007 -8.641 -23.949  0.45
H25 -25.814 -9.629 -23.873  0.50

B) Density functional theory data (wB97M-V/def2-TZVPD) for 11 unconnected molecules or ions with the total composition C2H25O11.

## Properties
Total charge = -1
M = 225.2 u
LUMO level = 0.087 Ha
E_HOMO = -5.309 eV
HOMO-LUMO gap = 0.28221 Eh

Last column: natural (NBO) charge in e.
Positions of all 38 atoms, in Å:
C1 0.323 1.560 -0.043  -0.65
C2 0.395 0.366 -0.998  -0.03
O1 -0.047 -0.853 -0.461  -1.05
H1 0.610 2.436 -0.624  0.18
H2 1.011 1.594 0.801  0.19
H3 -0.731 1.708 0.195  0.21
H4 1.349 0.195 -1.496  0.13
H5 -0.273 0.594 -1.829  0.10
O2 -2.726 -1.861 -1.733  -0.98
H6 -2.565 -2.794 -1.875  0.48
H7 -1.890 -1.520 -1.413  0.49
O3 3.844 0.537 -3.292  -0.94
H8 4.630 0.163 -3.691  0.46
H9 3.574 -0.112 -2.642  0.48
O4 -2.260 2.378 -2.221  -0.95
H10 -1.513 1.855 -2.511  0.47
H11 -2.753 1.794 -1.645  0.48
O5 1.394 -0.943 2.036  -0.98
H12 2.182 -0.448 1.809  0.45
H13 0.822 -0.845 1.275  0.51
O6 2.347 -2.677 0.000  -0.98
H14 2.570 -2.552 0.923  0.47
H15 1.650 -2.043 -0.166  0.50
O7 -1.543 2.148 2.971  -0.96
H16 -0.739 2.010 3.473  0.47
H17 -1.449 3.027 2.605  0.50
O8 -1.897 -0.311 1.829  -1.00
H18 -1.479 -0.216 0.973  0.48
H19 -1.814 0.552 2.234  0.48
O9 -0.142 -3.776 -1.497  -0.98
H20 -0.138 -2.856 -1.233  0.49
H21 -0.096 -4.262 -0.674  0.48
O10 -1.121 -3.006 1.134  -0.98
H22 -1.086 -2.221 0.588  0.50
H23 -1.010 -2.682 2.028  0.48
O11 -0.158 4.408 1.894  -0.95
H24 0.027 4.289 0.962  0.49
H25 0.700 4.365 2.316  0.47

Relative energies, in eV, with the most stable structure set to zero: A) 0.658; B) 0.000.

A) Density functional theory data (wB97M-V/def2-TZVPD) for 2 unconnected molecules or ions with the total composition C6H16.

## Properties
Total charge = +1
M = 88.2 u
LUMO level (alpha / beta) = -0.124 / -0.403 Ha
Multiplicity = 2
E_HOMO (alpha / beta) = -13.904 / -13.903 eV
HOMO-LUMO gap (alpha / beta) = 0.38722 / 0.10761 Eh

Last column: Mulliken spin population.
Positions of all 22 atoms, in Å:
C1 -2.162 0.231 -0.538  0.10
C2 -2.088 0.098 -1.993  0.14
C3 -2.596 1.529 0.033  0.08
H1 -1.279 -0.133 0.011  0.08
H2 -2.961 -0.607 -0.338  0.31
H3 -1.433 0.945 -2.343  0.14
H4 -1.502 -0.735 -2.379  0.00
H5 -3.661 1.538 0.373  0.08
H6 -3.036 0.148 -2.552  0.03
H7 -2.377 2.355 -0.630  0.02
H8 -2.103 1.682 0.996  0.03
C4 2.276 -0.271 1.284  0.00
C5 2.686 0.073 -0.136  0.00
C6 1.877 -1.715 1.505  0.00
H9 1.515 0.481 1.541  0.00
H10 3.094 0.014 1.950  0.00
H11 2.869 1.140 -0.257  0.00
H12 3.580 -0.421 -0.534  0.00
H13 2.759 -2.307 1.758  0.00
H14 1.884 -0.186 -0.852  0.00
H15 1.339 -2.112 0.654  0.00
H16 1.319 -1.748 2.449  0.00

B) Density functional theory data (wB97M-V/def2-TZVPD) for 2 unconnected molecules or ions with the total composition C6H16.

## Properties
Total charge = +1
M = 88.2 u
LUMO level (alpha / beta) = -0.120 / -0.387 Ha
Multiplicity = 2
E_HOMO (alpha / beta) = -13.953 / -13.944 eV
HOMO-LUMO gap (alpha / beta) = 0.39276 / 0.12501 Eh

Last column: Mulliken spin population.
Positions of all 22 atoms, in Å:
C1 1.766 0.488 1.295  0.00
C2 1.984 1.931 1.732  0.00
C3 3.036 -0.174 0.796  0.00
H1 1.236 -0.060 2.078  0.00
H2 0.994 0.467 0.506  0.00
H3 1.101 2.576 1.688  0.00
H4 3.627 0.484 0.149  0.00
H5 3.759 -0.368 1.585  0.00
H6 2.918 -1.121 0.267  0.00
H7 2.524 2.010 2.665  0.00
H8 2.572 2.459 0.968  0.00
C4 -2.580 -0.366 -1.576  0.22
C5 -3.155 -1.007 -0.147  0.32
C6 -1.361 -0.978 -2.111  0.09
H9 -3.391 -0.536 -2.297  0.05
H10 -2.333 0.631 -1.216  0.06
H11 -4.064 -0.428 0.008  0.00
H12 -1.498 -1.792 -2.814  0.00
H13 -2.377 -0.753 0.566  0.02
H14 -3.437 -2.045 -0.270  0.01
H15 -0.688 -0.214 -2.583  0.12
H16 -0.632 -1.205 -1.288  0.10

Relative energies, in eV, with the most stable structure set to zero: A) 0.175; B) 0.000.